1.
204
Properties=species:S:1:pos:R:3:mulliken_charge:R:1 method="wB97M-V/def2-TZVPD" gap_ev=8.84 energy_ev=-130302.5635 homo_ev=-8.736
O -6.4606 -0.9110 5.8730 -0.9164
P -5.0622 -1.0017 5.5344 0.2242
N -4.2084 -1.6300 6.8298 0.4231
C -2.8943 -2.1164 6.8644 -0.5507
C -4.6674 -1.2844 8.1414 -1.2121
N -4.4612 0.5358 5.1207 0.5508
C -4.9277 1.1919 3.8838 -1.4615
C -4.5418 1.4903 6.2345 -0.9834
N -4.6819 -1.9478 4.2547 0.5820
C -5.5531 -2.9957 3.8567 -1.0324
C -3.5791 -1.6685 3.3549 -2.4758
H -2.5990 -2.3415 5.8118 -0.2131
H -2.9261 -3.0450 7.4358 0.3772
H -2.1658 -1.4634 7.2764 0.3199
H -4.7246 -2.1868 8.7569 0.3626
H -5.6488 -0.7637 8.1499 0.3154
H -3.9533 -0.6271 8.6931 0.3486
H -4.5926 0.6084 3.0454 0.3542
H -6.0079 1.3656 3.8088 0.4001
H -4.4818 2.1827 3.7873 0.5028
H -3.9425 1.1074 7.0620 0.2520
H -4.1912 2.4719 5.8874 0.3030
H -5.5738 1.5889 6.5839 0.3816
H -5.0662 -3.9870 3.9323 0.2019
H -6.4517 -3.0446 4.4742 0.4034
H -5.8121 -2.8074 2.8181 0.3131
H -2.9362 -2.5400 3.2797 0.6525
H -2.9957 -0.8514 3.7034 0.9457
H -4.0533 -1.4652 2.3830 0.5762
O 1.3174 -0.1988 1.2291 -0.8148
P 0.5833 0.4930 0.1350 -1.5470
N 0.3142 -0.4143 -1.2363 1.3883
C -0.0004 -1.8492 -1.1737 -0.9790
C -0.4234 0.1552 -2.3668 -0.3423
N 1.2676 1.9025 -0.4826 1.6378
C 1.3669 3.1145 0.3261 -0.9332
C 2.2859 1.8480 -1.5818 -0.2799
N -0.8114 1.0970 0.7874 1.6298
C -1.7894 1.9290 0.1014 -0.0194
C -1.6424 0.2475 1.6854 -2.1879
H -1.0327 -2.0045 -0.8295 0.2445
H 0.6827 -2.3714 -0.5117 0.2981
H 0.0490 -2.2972 -2.1772 0.0810
H -0.1287 -0.3340 -3.2842 -0.0187
H -0.1321 1.2083 -2.4656 -0.2289
H -1.5089 0.1202 -2.1399 0.1858
H 0.4733 3.7087 0.1847 0.2434
H 1.5768 2.8588 1.3511 -0.0427
H 2.2295 3.6933 -0.0458 0.3653
H 1.9106 1.5057 -2.5654 -0.3096
H 2.6015 2.8915 -1.6653 0.4744
H 3.1564 1.2619 -1.3240 -0.0901
H -2.2100 2.7084 0.7822 0.3959
H -1.3403 2.5374 -0.7513 -0.8061
H -2.5541 1.2558 -0.3807 -0.1021
H -2.2584 -0.4109 1.0910 0.5800
H -2.3303 0.8875 2.2812 0.4578
H -1.0334 -0.3765 2.3484 0.4849
O 0.2705 6.3985 -0.2589 -0.4943
C 0.9732 6.5451 0.7131 0.5450
O 2.0727 7.3471 0.7600 -0.4118
C 2.5372 7.8111 -0.5520 -0.4117
C 3.2725 6.6685 -1.2770 -0.5374
C 0.5308 5.9649 1.9897 -0.4482
H 3.1752 8.6539 -0.3062 0.3806
H 1.7128 8.1627 -1.1723 0.2617
H 4.2222 6.4588 -0.7911 0.2529
H 3.5894 6.9689 -2.2957 0.4422
H 2.6319 5.7755 -1.2388 -0.1593
H -0.5591 5.9445 1.9158 0.2628
H 0.7308 6.5744 2.8584 0.5138
H 0.9639 4.9682 2.1960 -0.2176
O -4.3615 3.5137 -0.5096 -0.5674
C -5.2434 2.8108 -0.1116 0.7829
O -5.7796 1.8757 -0.9223 -0.3359
C -5.2674 1.7971 -2.2542 0.4953
C -6.1553 0.8793 -3.0612 -1.2756
C -5.9114 2.8178 1.2873 -1.0402
H -4.2179 1.4827 -2.1639 -0.1894
H -5.2759 2.7822 -2.7432 0.2745
H -5.6637 0.6764 -4.0200 0.3641
H -7.1784 1.2459 -3.1759 0.3767
H -6.2441 -0.0988 -2.5429 0.1756
H -5.2158 3.3339 1.9529 0.2188
H -6.0952 1.7864 1.5821 0.2602
H -6.8303 3.3255 1.1805 0.5155
O 5.3691 -3.9882 -6.2464 -0.5592
C 4.4443 -4.4339 -5.6680 0.6445
O 3.6008 -3.7080 -4.9678 -0.1273
C 3.7755 -2.2909 -4.9623 -0.7496
C 2.7199 -1.6556 -4.0150 -0.3557
C 4.2073 -5.9664 -5.5645 -1.0130
H 3.6342 -1.8404 -5.9483 0.2384
H 4.8182 -2.0138 -4.7385 0.3779
H 2.7643 -0.5547 -4.0908 0.1272
H 2.9536 -1.8970 -2.9836 0.3915
H 1.6888 -1.9794 -4.1785 0.1209
H 3.1541 -6.0917 -5.7784 0.3045
H 4.4525 -6.2681 -4.5641 0.2604
H 4.8151 -6.5122 -6.2682 0.3212
O -0.6113 -6.6503 3.6125 -0.5898
C -0.8070 -5.4629 3.5819 0.6094
O -1.6115 -4.8487 2.6503 -0.0254
C -2.2183 -5.7143 1.6679 -0.2760
C -3.2418 -4.9468 0.8102 -0.2765
C -0.1645 -4.3899 4.5061 0.0527
H -2.7229 -6.5469 2.1142 0.4850
H -1.3602 -6.1317 1.1222 0.0049
H -2.8079 -4.2075 0.0979 -0.2756
H -3.8660 -4.4121 1.5619 -0.0059
H -3.8373 -5.5928 0.1445 0.4465
H 0.1984 -4.7828 5.4800 0.3505
H -0.8088 -3.5187 4.5998 -0.2358
H 0.7623 -4.0865 4.0254 -0.2331
O 1.1656 -8.0100 -1.3756 -0.5894
C 1.4885 -7.3008 -0.4599 0.7097
O 1.0925 -6.0180 -0.3505 -0.1887
C 0.2262 -5.5486 -1.3976 0.2325
C 1.1137 -5.1043 -2.5960 -1.1663
C 2.4442 -7.7309 0.6811 -1.1650
H -0.2153 -4.7055 -0.8735 -0.2197
H -0.4686 -6.3521 -1.7040 0.4028
H 1.8300 -4.3505 -2.3040 0.1790
H 0.4105 -4.6484 -3.3168 0.2539
H 1.6299 -5.9793 -2.9861 0.6450
H 1.8383 -8.3267 1.4104 0.2777
H 3.0569 -6.9461 1.1621 0.2289
H 3.0037 -8.5305 0.2239 0.4211
O 3.0063 2.2014 -7.9782 -0.5241
C 3.5549 1.5498 -7.1723 0.7465
O 2.7494 0.9318 -6.2014 -0.1732
C 1.3357 1.0655 -6.3568 -0.7082
C 0.8538 2.3676 -5.6817 -0.4287
C 5.0020 1.1837 -7.0566 -1.0263
H 0.9836 0.2364 -5.7585 0.1731
H 1.0677 1.0691 -7.3821 0.5407
H 1.4322 3.1778 -6.1087 0.4748
H 0.9558 2.3175 -4.6178 -0.2096
H -0.2223 2.5625 -5.9057 0.3916
H 5.4542 1.6963 -6.2097 0.2567
H 5.4717 1.3702 -8.0113 0.3471
H 5.1145 0.1301 -6.7407 0.1940
O 6.9752 0.7515 1.4185 -0.5798
C 7.8596 0.8770 0.5984 0.7815
O 7.7329 1.5225 -0.5499 -0.4133
C 6.4043 2.0070 -0.8725 -0.0392
C 6.4008 3.3693 -0.2061 -0.7536
C 9.2744 0.3422 0.8856 -1.0928
H 5.5798 1.3422 -0.5783 0.1596
H 6.3856 2.0692 -1.9299 0.3720
H 7.2140 3.9904 -0.5847 0.3078
H 6.5160 3.1548 0.8550 0.2739
H 5.4519 3.9076 -0.3240 0.0517
H 9.1147 -0.5403 1.4740 0.3339
H 9.7745 1.0953 1.5045 0.2665
H 9.8901 0.1140 0.0295 0.3346
C -3.1111 -3.7530 -2.9620 0.3563
O -1.8868 -3.8064 -2.9618 -0.4868
N -3.8751 -2.9402 -3.7348 0.2550
C -5.3177 -3.0593 -3.8156 -0.7598
C -3.2591 -1.9876 -4.6638 -0.6042
H -3.7831 -4.2668 -2.2682 0.0045
H -5.6189 -3.9027 -3.1556 0.3216
H -5.7067 -3.0987 -4.8559 0.3059
H -5.8104 -2.2008 -3.3799 0.1558
H -2.1468 -2.0096 -4.4825 0.0338
H -3.4118 -2.3220 -5.7030 0.3743
H -3.6266 -0.9281 -4.5949 0.1361
C 3.0225 -2.5911 2.6690 0.9028
O 2.7078 -3.7586 2.9333 -0.8189
N 3.9543 -1.8750 3.2952 0.1819
C 4.3840 -0.5597 2.7824 -0.1349
C 4.7931 -2.5123 4.2663 -1.0785
H 2.5233 -1.9286 1.9423 -0.1529
H 4.3684 0.1820 3.5660 0.2498
H 3.6683 -0.3438 2.0419 -0.3999
H 5.4069 -0.6622 2.4250 0.3645
H 4.8627 -1.9358 5.2025 0.3347
H 4.3008 -3.4481 4.4636 0.2859
H 5.8134 -2.6599 3.9145 0.3265
C -1.3432 5.6640 -4.6755 0.1195
O -0.5039 5.7268 -5.5555 -0.5701
N -1.1095 5.1023 -3.4528 0.2562
C -2.0512 5.2457 -2.3374 -0.9000
C 0.1665 4.5504 -3.0547 -0.0843
H -2.3391 6.1179 -4.7316 0.3221
H -2.9159 5.8425 -2.5733 0.4632
H -1.4605 5.8660 -1.6869 0.3466
H -2.4145 4.3678 -1.8116 0.1503
H 0.0726 3.4698 -3.0003 -0.1344
H 0.9324 4.7931 -3.8237 0.3536
H 0.5593 4.9588 -2.1077 -0.2564
C -1.1131 3.2760 3.6317 0.3596
O -1.8943 4.1816 3.8527 -0.7437
N 0.0888 3.1471 4.2651 0.2410
C 0.9150 1.9956 4.0403 -0.8174
C 0.5576 4.1291 5.1434 -1.0478
H -1.2232 2.4390 2.9210 0.2787
H 0.4331 1.2380 3.4128 -0.1553
H 1.1296 1.4576 4.9818 0.4180
H 1.8802 2.3014 3.6690 0.4650
H -0.3204 4.5744 5.6462 0.3155
H 1.2143 3.6678 5.8603 0.3723
H 1.0946 4.9347 4.6128 0.2599



2.
204
Properties=species:S:1:pos:R:3:mulliken_charge:R:1 method="wB97M-V/def2-TZVPD" gap_ev=9.51 de_lowest_kj_mol=46.8 smiles=COCCOCCOC.COCCOCCOC.COCCOCCOC.COCCOCCOC.COCCOC.COCCOC.COCCOC.COCCOC.COCCOC.COCCOC.COCCOC energy_ev=-109183.6690 homo_ev=-8.923
C -2.5373 2.3621 -3.3958 -0.7601
O -2.1779 2.4274 -1.9796 0.1266
C -3.3159 2.8787 -1.1231 -1.2058
C -3.0072 3.2462 0.3702 -0.1782
O -2.1518 4.4039 0.4218 -0.1469
C -1.8435 4.7998 1.7582 -0.6433
H -3.5827 2.0663 -3.4838 0.2235
H -1.9715 1.5832 -3.9069 0.2187
H -2.4695 3.3414 -3.8696 0.2658
H -4.0921 2.1202 -1.2239 0.5314
H -3.7886 3.7496 -1.5774 0.5219
H -2.5951 2.4164 0.9445 -0.0428
H -3.9384 3.4794 0.8865 0.5178
H -1.2393 4.0076 2.2003 -0.0543
H -2.6525 4.9519 2.4727 0.4000
H -1.1549 5.6447 1.7623 0.3292
C 4.7610 -0.9735 -1.0467 -0.5734
O 4.2807 -1.9863 -0.2721 -0.5573
C 3.6616 -1.4920 0.8866 0.3917
C 3.4820 -2.6807 1.8502 -0.7668
O 2.5194 -2.1513 2.8466 -0.0536
C 2.0919 -3.0611 3.8454 -0.4681
H 5.1267 -1.5131 -1.9203 0.2863
H 5.5518 -0.3831 -0.5840 0.5382
H 4.0140 -0.3347 -1.5179 0.0263
H 2.6645 -1.1944 0.5618 -0.1621
H 4.3115 -0.7442 1.3410 0.3126
H 4.4273 -2.9126 2.3409 0.3723
H 3.0291 -3.5207 1.3235 0.2449
H 2.9908 -3.3337 4.3982 0.3097
H 1.6016 -3.8827 3.3232 0.2311
H 1.4054 -2.5336 4.5077 -0.0705
C -3.5157 -8.2018 1.9306 -0.6610
O -2.5217 -7.1552 2.0636 -0.2545
C -1.1861 -7.4879 1.6060 -0.7292
C -0.3563 -6.3049 1.7256 -0.5646
O -0.4379 -5.6017 0.4904 -0.0465
C 0.3515 -4.4612 0.3927 -0.1734
H -3.1914 -9.1188 2.4228 0.3683
H -3.6352 -8.3574 0.8584 0.1711
H -4.4450 -7.9740 2.4527 0.2188
H -1.2206 -7.8329 0.5726 0.2746
H -0.8102 -8.3419 2.1695 0.5135
H 0.6764 -6.5967 1.9165 0.4124
H -0.7296 -5.8039 2.6188 0.2913
H 0.4302 -3.9412 1.3474 0.1201
H -0.0473 -3.7314 -0.3120 -0.3791
H 1.3708 -4.6904 0.0820 0.3383
C 2.5508 1.9413 2.6817 -0.1249
O 3.9258 2.4392 2.6971 -0.5685
C 4.4250 2.7798 1.3774 1.2437
C 5.8823 3.2523 1.4822 -0.9387
O 5.9679 4.4867 2.2200 -0.3232
C 7.2669 4.7825 2.7817 -0.8112
H 1.9368 2.7624 2.3118 0.1435
H 2.2240 1.7932 3.7110 0.1894
H 2.4422 0.9636 2.2124 0.0273
H 3.8898 3.6173 0.9300 -0.5422
H 4.4529 1.9024 0.7313 0.0745
H 6.3257 3.4152 0.4999 0.3651
H 6.4493 2.4749 1.9943 0.4737
H 7.5621 5.8147 2.9699 0.2755
H 7.9955 4.5447 2.0067 0.3058
H 7.4657 4.1359 3.6364 0.2929
C 9.8627 0.3163 -3.8629 -0.8011
O 8.6199 0.9606 -3.7264 -0.2964
C 7.4847 0.0772 -3.7810 -0.9289
C 6.1826 0.8877 -3.7174 0.2021
O 6.1297 1.6547 -2.5215 -0.3672
C 4.8848 2.2977 -2.4478 0.0601
H 10.1126 -0.3511 -3.0382 0.3010
H 10.6481 1.0719 -3.8800 0.2655
H 9.9832 -0.1802 -4.8258 0.3191
H 7.5809 -0.5694 -2.9088 0.3504
H 7.4228 -0.5712 -4.6549 0.4259
H 5.3824 0.1484 -3.7519 -0.1097
H 6.1750 1.5361 -4.5935 0.4604
H 4.7927 2.7018 -1.4397 -0.3399
H 4.0546 1.6607 -2.7531 -0.2858
H 4.9450 3.1469 -3.1285 0.6249
C -5.1822 -4.3364 2.2990 -0.6344
O -5.8720 -3.2761 1.5859 -0.4546
C -6.1532 -3.5498 0.2392 0.7769
C -7.2219 -2.4920 -0.1090 -0.8485
O -8.4426 -2.8088 0.4967 -0.3663
C -9.4442 -1.7732 0.5296 -0.7638
H -5.8134 -5.2249 2.2790 0.3338
H -4.9726 -4.0768 3.3366 0.3660
H -4.2196 -4.5175 1.8208 0.1124
H -6.5064 -4.5728 0.1096 0.4748
H -5.2964 -3.5327 -0.4344 -0.6436
H -7.4017 -2.3587 -1.1758 0.4196
H -6.8361 -1.5501 0.2811 0.3692
H -10.3446 -2.1079 1.0448 0.2432
H -9.6510 -1.4938 -0.5035 0.2982
H -9.0590 -0.8912 1.0413 0.3068
C -2.2057 -1.7375 -0.0908 0.8591
O -1.3438 -1.4185 1.0177 -0.5912
C -0.1526 -0.7966 0.5556 1.6310
C -0.2695 0.7682 0.3164 0.6076
O 0.9582 1.2708 -0.2498 0.5769
C 0.9813 2.7011 -0.6242 -0.4614
H -1.7026 -2.3779 -0.8152 -0.7745
H -2.4843 -0.8594 -0.6736 0.0367
H -3.0918 -2.2989 0.2055 -0.0662
H 0.2428 -1.2618 -0.3474 -1.1037
H 0.5206 -0.9186 1.4041 -0.1849
H -0.5547 1.4388 1.1269 -0.1546
H -1.0375 0.9065 -0.4447 -0.6878
H 0.6698 3.2807 0.2447 -0.0276
H 0.4263 2.9244 -1.5354 0.2049
H 1.9654 3.0655 -0.9188 0.1400
C -5.0120 -0.5468 -3.8108 -0.8320
O -4.8290 -1.7759 -3.0679 -0.0758
C -4.4581 -2.8879 -3.8896 -0.8264
C -4.4887 -4.2287 -3.1559 -0.3990
O -3.4494 -4.2562 -2.1569 0.0832
C -3.4241 -5.3137 -1.2058 -0.2524
C -2.8099 -6.6253 -1.8139 -0.2159
O -3.8035 -7.1663 -2.6707 -0.2881
C -3.6559 -8.5104 -3.0001 -0.7500
H -5.1885 0.2312 -3.0680 0.1448
H -5.9204 -0.5736 -4.4127 0.3753
H -4.1783 -0.2752 -4.4583 0.3030
H -3.4686 -2.7137 -4.3123 0.3211
H -5.1006 -3.0489 -4.7552 0.4566
H -4.3408 -5.0016 -3.9101 0.3308
H -5.4426 -4.3452 -2.6414 0.2396
H -4.4519 -5.5045 -0.8968 0.3608
H -2.9211 -4.9461 -0.3114 0.0571
H -2.5581 -7.2705 -0.9722 -0.1405
H -1.8933 -6.4909 -2.3883 0.3402
H -2.7449 -8.6760 -3.5752 0.3012
H -4.4889 -8.8538 -3.6135 0.2413
H -3.5312 -9.0762 -2.0769 0.2434
C -1.9959 2.3102 4.8224 -0.7456
O -1.1819 1.4053 4.0970 -0.1575
C -1.4388 0.0698 4.4104 0.0260
C -1.0321 -0.2958 5.8727 -0.6873
O -2.1720 -0.0651 6.6851 -0.3769
C -2.1011 -0.5242 8.0228 -0.4443
C -1.0694 0.3549 8.8712 -0.6829
O 0.3615 0.0891 8.7847 -0.3417
C 0.6812 -1.1120 9.3951 -0.6960
H -1.8253 3.3263 4.4666 0.1728
H -1.7152 2.2167 5.8714 0.1368
H -3.0143 1.9473 4.6831 0.4036
H -0.7853 -0.4198 3.6884 -0.2697
H -2.4692 -0.1847 4.1621 0.4084
H -0.2462 0.3683 6.2327 0.3991
H -0.6549 -1.3080 6.0180 0.4767
H -1.7600 -1.5593 8.0070 0.3413
H -3.0488 -0.4586 8.5573 0.3377
H -1.3176 0.3830 9.9322 0.5068
H -1.0949 1.3947 8.5451 0.2840
H 0.2531 -1.0935 10.3974 0.3220
H 1.7578 -1.2756 9.4425 0.2683
H 0.3096 -1.9749 8.8425 0.2539
C 1.6538 6.2824 -0.3015 -0.4036
O 0.9821 5.6433 -1.3680 -0.1579
C -0.1631 6.2918 -1.8284 -0.0758
C 0.1923 7.7340 -2.3874 -0.9837
O 0.3424 8.6556 -1.3558 -0.0971
C 1.1038 9.8017 -1.6495 -0.6330
C 1.2546 10.6405 -0.3539 -0.5626
O 0.1522 11.3875 0.1033 -0.3757
C -1.0342 10.7065 0.3784 -0.5729
H 2.2401 5.5201 0.2117 -0.2031
H 0.9813 6.7650 0.4077 0.2649
H 2.3741 7.0280 -0.6384 0.2988
H -0.9001 6.3429 -1.0270 0.1724
H -0.5370 5.6581 -2.6326 0.2152
H -0.6938 8.0154 -2.9563 0.4463
H 1.0922 7.5861 -2.9844 0.3703
H 0.4574 10.3630 -2.3243 0.3459
H 2.0556 9.6449 -2.1570 0.5076
H 2.0945 11.2885 -0.6044 0.3236
H 1.6036 10.0235 0.4741 0.3326
H -1.8374 11.3786 0.6807 0.3008
H -0.9574 9.9861 1.1929 0.2741
H -1.3873 10.0936 -0.4509 0.1766
C -0.2311 -3.5327 -3.1000 -0.6622
O 0.7004 -2.8079 -2.3705 0.3815
C 2.0480 -3.0230 -2.7596 -0.2392
C 2.4237 -2.4142 -4.0823 -1.0231
O 2.5609 -1.0050 -4.1169 -0.0334
C 1.2576 -0.3824 -4.0975 0.3457
C 1.4573 1.0797 -4.6243 -0.1863
O 1.6503 1.1886 -5.9644 -0.5165
C 2.8515 0.6925 -6.5376 -0.4756
H -0.1229 -4.6140 -3.0160 0.2652
H -0.3246 -3.2491 -4.1483 0.4400
H -1.1564 -3.2325 -2.6082 -0.1956
H 2.2975 -4.0838 -2.7338 0.3746
H 2.5419 -2.4688 -1.9616 -0.1490
H 1.7062 -2.7461 -4.8326 0.2776
H 3.4156 -2.8096 -4.3013 0.5625
H 0.8424 -0.2904 -3.0938 -0.2722
H 0.5152 -0.8910 -4.7127 0.3387
H 2.3579 1.4265 -4.1176 0.0389
H 0.6419 1.7239 -4.2953 0.1782
H 3.7329 1.0107 -5.9808 0.1109
H 2.9292 1.0314 -7.5706 0.3265
H 2.8922 -0.3760 -6.7493 0.1729